Below is a 11-piece molecular cluster, C73H55BrN2O20 overall in a non-equilibrium geometry, with properties calculated with the ωB97M-V functional and the def2-TZVPD basis.

The geometry in XYZ format:
```
151
Properties=species:S:1:pos:R:3:lowdin_charge:R:1
Br -7.68 2.57 -1.25 0.703
O -11.64 -6.29 5.59 0.106
O 2.44 12.42 -2.89 0.089
O -12.84 -2.85 1.73 0.100
O -1.02 12.09 -6.90 0.117
O 6.68 4.54 -0.06 0.040
O 3.38 8.58 -4.91 0.111
O 6.10 -8.21 -0.52 0.122
O 6.38 -6.29 3.89 0.064
O 1.71 1.26 3.04 0.031
O 4.87 8.03 0.15 0.104
O -10.62 -0.11 3.21 0.094
O 4.49 -10.81 2.25 0.094
O 4.15 -3.34 0.30 0.056
O 7.84 5.65 5.00 0.146
O -10.77 4.96 1.67 0.114
O -2.24 -1.39 -4.93 0.033
O 0.87 -11.57 -1.55 0.106
O -0.70 -2.01 -9.96 0.148
O 5.06 -10.24 7.17 0.123
O 1.82 -3.83 4.56 0.139
N -3.01 0.65 -1.41 -0.086
N 4.31 3.17 -1.05 0.079
C 4.04 -11.46 0.04 0.024
C -12.56 -3.64 2.62 -0.385
C -11.64 -3.27 3.71 0.023
C -2.00 -2.80 -8.18 0.046
C -11.31 2.09 3.69 0.028
C 3.66 -10.98 1.38 -0.387
C 3.13 -11.66 -0.92 0.024
C 5.14 -5.27 1.22 0.026
C 0.23 13.48 -5.46 0.031
C -0.93 -0.59 -6.72 0.013
C 4.53 8.16 -1.01 -0.378
C -0.61 0.81 -2.32 0.073
C -0.22 12.17 -5.98 -0.382
C -11.34 -4.14 4.68 0.022
C 6.49 -8.59 4.37 0.020
C 4.95 -7.94 6.69 0.029
C -13.14 -5.00 2.64 0.020
C 5.37 -9.34 6.42 -0.379
C 2.39 -0.95 2.56 0.020
C 6.08 -7.20 4.64 -0.374
C 1.99 2.85 -2.29 0.059
C 1.09 13.56 -4.45 0.027
C 3.80 7.12 -3.11 0.019
C 1.79 -2.67 4.21 -0.368
C 5.10 -6.28 -1.45 0.031
C -2.67 1.40 -0.22 0.057
C -1.22 1.96 0.01 0.077
C -5.66 2.49 -1.25 -0.560
C 3.73 2.61 0.14 0.046
C 1.14 -1.63 5.04 0.042
C 1.70 -11.40 -0.68 -0.389
C 4.61 -5.06 -1.24 0.014
C 2.41 -2.23 2.94 0.047
C -10.73 3.80 2.02 -0.382
C -2.38 -2.65 -6.91 0.028
C -4.43 0.16 -1.62 -0.105
C 8.64 5.16 2.84 0.047
C 3.48 3.31 -2.24 0.025
C -5.20 1.41 -2.36 -0.229
C 1.31 -10.92 0.67 0.021
C 1.20 11.04 -4.33 0.016
C -1.05 -1.86 -8.81 -0.370
C 2.22 -10.72 1.62 0.020
C 6.18 5.32 3.37 0.045
C -11.92 -5.50 4.70 -0.390
C 4.09 9.63 -2.92 0.021
C -2.07 0.31 -2.46 0.068
C 5.88 5.04 2.10 0.003
C 6.16 -9.58 5.19 0.033
C 1.34 2.19 -1.00 -0.076
C 4.46 9.49 -1.65 0.045
C -12.84 -5.87 3.61 0.022
C 0.33 10.95 -5.34 0.032
C -0.54 -0.75 -7.99 0.041
C 1.65 12.35 -3.81 -0.377
C 7.58 5.40 3.84 -0.370
C 4.17 6.98 -1.84 0.013
C -0.15 1.68 -1.09 -0.091
C -10.66 1.06 2.86 -0.372
C 1.12 -0.35 4.66 0.025
C 5.28 -6.95 5.87 0.022
C -10.08 2.76 1.19 -0.019
C 6.95 4.80 1.11 -0.368
C 4.60 -4.46 0.11 -0.381
C -11.34 3.37 3.30 0.028
C -10.05 1.49 1.58 0.016
C 5.63 -6.49 1.02 0.040
C 3.73 8.45 -3.75 -0.386
C 5.65 -7.09 -0.33 -0.370
C 1.74 0.08 3.39 -0.368
C -1.88 -1.53 -6.09 -0.362
C 2.27 2.10 0.26 0.081
C 8.35 4.88 1.57 0.030
H -5.35 2.24 -0.18 0.044
H 4.38 -7.78 7.59 0.125
H 1.43 14.51 -4.06 0.126
H 1.61 10.16 -3.85 0.094
H 6.45 -10.61 5.01 0.130
H -1.02 2.58 0.95 0.132
H -11.75 1.76 4.62 0.126
H 0.65 0.42 5.26 0.126
H 5.10 -11.65 -0.12 0.126
H 4.86 4.98 1.74 0.106
H -3.43 1.63 0.59 0.139
H 3.96 3.76 -3.18 0.144
H -4.39 1.94 -3.00 0.119
H 2.84 -0.62 1.64 0.111
H -0.57 0.22 -6.10 0.109
H 5.12 -6.74 -2.43 0.126
H 0.15 -0.07 -8.47 0.131
H 5.41 5.50 4.12 0.132
H -4.43 -0.77 -2.29 0.148
H -11.23 -2.27 3.68 0.090
H 4.99 -5.92 6.05 0.119
H 6.03 -7.09 1.82 0.097
H -13.25 -6.87 3.64 0.124
H 0.26 -10.73 0.83 0.122
H 4.23 6.02 -1.35 0.087
H 4.03 10.59 -3.40 0.114
H -5.20 3.52 -1.51 0.087
H -2.42 -0.32 -3.36 0.111
H -9.57 0.72 0.98 0.112
H -4.95 -0.04 -0.61 0.149
H 0.69 -1.97 5.97 0.133
H 0.11 0.55 -3.19 0.125
H 3.40 -12.01 -1.91 0.125
H 1.33 2.95 -3.20 0.116
H 4.73 10.34 -1.03 0.134
H 5.12 -4.81 2.21 0.112
H -3.08 -3.33 -6.43 0.127
H 3.53 6.27 -3.73 0.105
H -9.64 3.10 0.26 0.012
H -11.81 4.14 3.90 0.127
H 9.11 4.69 0.83 0.128
H -13.81 -5.25 1.83 0.122
H -6.02 1.07 -3.06 0.110
H -0.01 10.00 -5.73 0.124
H 2.88 -3.00 2.34 0.103
H 9.66 5.22 3.20 0.134
H 1.95 -10.37 2.61 0.121
H -0.19 14.35 -5.94 0.128
H 1.83 1.62 1.21 0.080
H 7.07 -8.75 3.47 0.124
H 4.21 -4.46 -2.04 0.116
H -10.67 -3.89 5.49 0.121
H 5.31 3.50 -1.13 0.137
H 4.39 2.53 1.06 0.143
H -2.36 -3.62 -8.80 0.135
```

As for the lowest unoccupied orbital energy: -0.27836 hartree. As for the net charge: +2. The HOMO energy is -12.091 eV. The value obtained for the largest force on an atom is 5.10 eV Å⁻¹. For the frontier orbital gap, the calculation gives 4.52 eV.